No. 1
C4H12N2O | wB97M-V/def2-TZVPD

## Properties
DFT total energy	-344.3246	hartree
SMILES	C/C=C\N.NCO
energy above the lowest of the compared OMol25 structures with the same formula, charge and spin	37.89	kcal/mol
HOMO-LUMO gap	9.09	eV

Geometry as XYZ:
```
19
Properties=species:S:1:pos:R:3:forces:R:3
C 2.00547 -0.61100 -0.66277 -0.329 0.163 0.013
C 1.46348 -0.09395 0.63964 0.206 -0.670 0.561
C 0.48598 -0.69433 1.34379 0.690 0.024 -0.065
N -0.19116 -1.84021 0.96689 -0.117 -0.016 -0.155
H 1.20156 -0.98771 -1.29882 0.062 -0.006 -0.135
H 2.51823 0.18379 -1.20282 -0.001 -0.047 -0.102
H 2.71575 -1.42349 -0.50259 0.047 -0.065 -0.011
H 2.07047 0.64267 1.14696 -0.182 0.225 0.081
H 0.27671 -0.37266 2.35710 -0.125 0.167 -0.050
H -1.14679 -1.88684 1.28647 0.020 -0.010 0.007
H -0.14614 -2.04019 -0.02264 -0.055 0.017 0.058
N -0.67265 1.75978 -0.72008 1.120 -0.452 0.175
C -1.83987 1.06600 -0.24940 0.062 0.017 0.737
O -1.97488 -0.15772 -0.92012 -0.058 -0.419 -0.345
H 0.17894 1.25734 -0.34436 -1.224 0.853 -0.471
H -0.65698 2.71018 -0.36842 0.031 -0.007 -0.072
H -2.72958 1.69575 -0.41716 0.244 -0.071 0.246
H -1.74463 0.77730 0.82431 -0.374 0.235 -0.488
H -1.81393 0.01531 -1.85600 -0.019 0.063 0.018
```
Forces are in eV/Å.

***

No. 2
C4H12N2O | wB97M-V/def2-TZVPD

## Properties
DFT total energy	-344.2700	hartree
SMILES	C=CN.NCCO
energy above the lowest of the compared OMol25 structures with the same formula, charge and spin	72.20	kcal/mol
HOMO-LUMO gap	9.41	eV

Geometry as XYZ:
```
19
Properties=species:S:1:pos:R:3:forces:R:3
C 2.06216 2.01442 -1.65914 0.130 -0.277 0.005
C 1.25316 1.04490 -1.24026 -0.465 0.547 -0.334
N 1.05978 0.65916 0.08253 -2.373 0.066 1.035
H 2.18569 2.22838 -2.70677 -0.026 -0.057 -0.131
H 2.66653 2.58519 -0.96854 0.022 0.068 0.116
H 0.62368 0.50977 -1.94430 0.109 -0.071 -0.060
H 1.58540 1.25791 0.71640 -0.399 -0.156 0.022
H -0.02935 0.56370 0.35048 3.735 0.660 -0.933
N 0.15028 -1.98584 0.57282 1.253 -0.228 0.197
C -1.10875 -1.66547 0.05105 -1.126 3.017 0.504
C -1.76024 -0.14917 0.64313 -1.525 -2.903 -0.381
O -1.59196 -0.04932 2.04373 0.226 0.269 -0.314
H 0.13679 -2.16227 1.56962 0.016 -0.037 -0.094
H 0.84851 -1.26525 0.33990 -0.334 -0.670 0.344
H -1.84826 -2.41457 0.33282 -0.053 0.189 -0.091
H -1.06378 -1.53746 -1.02924 -0.092 -0.226 -0.086
H -1.69175 0.80483 0.09978 0.873 -0.111 -0.024
H -2.82609 -0.34405 0.50310 -0.112 -0.032 0.141
H -0.65180 -0.09488 2.24289 0.142 -0.051 0.084
```
Forces are in eV/Å.

***

No. 3
C4H12N2O | wB97M-V/def2-TZVPD

## Properties
DFT total energy	-344.2895	hartree
SMILES	CC/C(N)=C/N.O
energy above the lowest of the compared OMol25 structures with the same formula, charge and spin	59.94	kcal/mol
HOMO-LUMO gap	8.87	eV

Geometry as XYZ:
```
19
Properties=species:S:1:pos:R:3:forces:R:3
C -1.91400 0.94633 -0.12911 1.103 0.246 2.332
C -1.08474 -0.11287 -0.83217 -1.974 -2.362 -0.610
C -0.02585 -0.80278 -0.07589 -0.056 -1.738 1.850
N -0.39592 -2.01447 0.75931 -1.707 2.511 0.145
C 1.23221 -0.51517 -0.24464 3.939 -0.387 -1.165
N 2.37463 -1.30671 0.20762 -0.323 -0.047 -0.302
H -1.26419 1.87557 0.12391 -1.428 -1.632 -0.219
H -2.40453 0.57615 0.84773 0.780 0.640 -1.514
H -2.64873 1.28570 -0.80045 -1.205 0.513 -0.638
H -0.86112 0.22038 -1.83898 1.062 0.457 0.082
H -1.65720 -1.06030 -1.16295 -0.284 1.503 0.734
H 0.34390 -2.31236 1.37886 0.481 0.223 -0.152
H -1.11977 -1.67181 1.46560 0.938 -0.708 -1.402
H 1.54385 0.27881 -0.92990 -0.307 -0.106 0.284
H 2.07127 -2.27933 0.37700 0.736 0.802 -0.328
H 3.28422 -1.25504 -0.34193 -2.193 0.008 0.878
O 0.79318 3.07197 0.30539 -4.816 -0.859 -3.081
H 0.22750 2.22916 0.08210 2.325 2.359 0.948
H 1.50528 2.84676 0.80848 2.929 -1.423 2.159
```
Forces are in eV/Å.

***

No. 4
C4H12N2O | wB97M-V/def2-TZVPD

## Properties
DFT total energy	-344.3199	hartree
SMILES	NCCNCCO
energy above the lowest of the compared OMol25 structures with the same formula, charge and spin	40.84	kcal/mol
HOMO-LUMO gap	9.22	eV

Geometry as XYZ:
```
19
Properties=species:S:1:pos:R:3:forces:R:3
N 3.02918 -0.16092 -0.52438 0.755 -0.591 0.128
C 2.12508 -0.28455 0.60855 -0.565 1.741 0.356
C 0.90376 0.56368 0.27074 -1.491 -0.386 -0.358
N 0.00413 -0.10178 -0.69173 1.002 0.075 -0.152
C -1.09112 -0.86015 -0.12199 -0.327 0.661 -0.560
C -2.11646 -0.01467 0.64362 0.058 -1.943 0.823
O -2.70283 0.89387 -0.21860 -0.170 1.461 -0.722
H 3.96834 -0.45211 -0.27614 -0.052 0.028 0.033
H 2.77083 -0.73026 -1.32034 -0.384 -0.013 0.103
H 2.54148 0.27954 1.45125 0.482 -0.344 -0.019
H 1.84530 -1.26706 0.99893 0.086 -0.229 -0.388
H 0.27587 0.86207 1.12018 0.548 -0.222 0.466
H 1.23223 1.51004 -0.15690 0.242 -0.132 -0.125
H -0.26106 0.54023 -1.42169 -0.415 -0.125 0.087
H -1.67152 -1.27383 -0.95223 0.233 -0.270 -0.022
H -0.68965 -1.68970 0.46255 -0.093 0.057 0.209
H -1.66934 0.43622 1.53001 -0.006 0.573 -0.164
H -2.86036 -0.70622 1.05276 -0.093 -0.069 0.004
H -3.62953 0.72986 -0.41182 0.190 -0.272 0.302
```
Forces are in eV/Å.

***

No. 5
C4H12N2O | wB97M-V/def2-TZVPD

## Properties
DFT total energy	-344.2671	hartree
SMILES	NCCCNCO
energy above the lowest of the compared OMol25 structures with the same formula, charge and spin	74.01	kcal/mol
HOMO-LUMO gap	10.08	eV

Geometry as XYZ:
```
19
Properties=species:S:1:pos:R:3:forces:R:3
N 1.56541 0.12129 -2.26308 3.139 -2.335 0.224
C 1.01442 1.12296 -1.33152 1.078 1.108 -0.316
C 1.17401 0.79894 0.17724 -1.417 0.939 0.195
C -0.22986 0.46918 0.85478 2.901 -0.064 3.136
N -0.31985 -0.95829 1.22715 0.273 -1.560 -2.134
C -1.71125 -1.31766 1.33314 0.361 4.236 0.593
O -2.36941 -1.58960 0.14756 0.064 -0.733 -0.651
H 1.82358 -0.89401 -1.77577 -0.864 3.752 -1.452
H 2.47278 0.46305 -2.71526 -1.656 -0.845 1.056
H 1.34480 2.21515 -1.58630 0.062 -2.071 0.383
H 0.00565 1.15446 -1.66007 -1.395 0.099 0.528
H 1.79386 -0.08204 0.30436 0.147 -0.125 -0.027
H 1.69695 1.63205 0.72799 -0.670 -0.783 -0.575
H -1.11125 0.72127 0.31559 -0.392 0.953 -0.741
H -0.19512 0.92904 1.93880 -0.528 -0.142 -2.269
H -0.03901 -1.57031 0.41683 0.297 0.925 0.912
H -2.16544 -0.37643 1.75314 0.040 -0.859 0.150
H -1.84384 -2.01910 2.04186 -0.409 -3.014 2.066
H -2.90640 -0.81996 0.09354 -1.030 0.521 -1.078
```
Forces are in eV/Å.

***

No. 6
C4H12N2O | wB97M-V/def2-TZVPD

## Properties
DFT total energy	-344.3491	hartree
SMILES	C[C@H](O)CNCN
energy above the lowest of the compared OMol25 structures with the same formula, charge and spin	22.51	kcal/mol
HOMO-LUMO gap	10.46	eV

Geometry as XYZ:
```
19
Properties=species:S:1:pos:R:3:forces:R:3
C -2.55636 -0.38073 1.19137 -0.096 0.029 -0.162
C -1.40260 -0.71325 0.27226 0.040 0.150 -0.107
O -0.76068 -1.88168 0.75037 0.054 0.074 0.005
C -0.39488 0.43055 0.18242 -0.125 -0.060 0.084
N 0.77269 -0.00735 -0.56968 0.124 0.054 -0.127
C 1.89901 0.93216 -0.51576 -0.098 -0.055 0.106
N 3.07574 0.46967 -1.20897 -0.101 -0.045 -0.081
H -2.19136 -0.15350 2.19266 -0.007 -0.041 0.040
H -3.11615 0.47784 0.81356 0.052 0.013 0.019
H -3.24202 -1.22485 1.24073 0.009 -0.036 0.093
H -1.79285 -0.89670 -0.74291 0.003 -0.039 0.044
H 0.14163 -1.83282 0.39888 -0.015 -0.063 0.011
H -0.06985 0.67985 1.19516 0.047 0.009 0.053
H -0.88158 1.32390 -0.23660 0.019 -0.027 -0.011
H 0.51620 -0.13069 -1.54591 -0.035 -0.052 0.043
H 2.15366 1.07633 0.53473 -0.030 -0.019 0.058
H 1.61363 1.91459 -0.90772 0.064 0.058 -0.101
H 3.34271 -0.43744 -0.84373 0.038 0.010 -0.049
H 2.89304 0.35413 -2.20085 0.057 0.041 0.083
```
Forces are in eV/Å.

***

No. 7
C4H12N2O | wB97M-V/def2-TZVPD

## Properties
DFT total energy	-344.0305	hartree
spin multiplicity	2
expectation value of S²	0.7543
energy above the lowest of the compared OMol25 structures with the same formula, charge and spin	20.06	kcal/mol
net charge	+1
HOMO-LUMO gap (alpha / beta)	11.24 / 6.92	eV

Geometry as XYZ:
```
19
Properties=species:S:1:pos:R:3:forces:R:3
C -0.79415 0.59373 -0.30705 -0.421 -0.179 -0.470
C 0.45639 1.12925 -1.03263 0.461 0.635 0.796
C 1.62056 1.27783 -0.04642 -0.446 -0.069 0.295
O 1.13802 1.81697 1.16854 0.012 0.611 0.315
N -1.12748 -0.71991 -0.78050 1.668 -0.176 0.256
C -0.96527 -1.94266 0.03640 -0.528 0.494 0.063
N -0.95140 -1.65057 1.42568 0.055 -0.544 0.165
H -1.64375 1.24487 -0.53265 -0.127 0.045 -0.067
H -0.68386 0.56193 0.75772 -0.030 0.063 0.502
H 0.78080 0.50751 -1.85202 -0.009 -0.191 -0.451
H 0.25368 2.12102 -1.38528 -0.366 0.394 -0.513
H 1.97970 0.28756 0.18294 0.630 -0.410 0.020
H 2.40417 1.89918 -0.47707 0.078 -0.204 -0.112
H 1.59766 2.63096 1.43114 -0.141 -0.467 -0.284
H -0.85160 -0.85977 -1.75253 -0.684 -0.106 -0.200
H -0.04235 -2.42409 -0.33345 -0.213 0.028 -0.265
H -1.83835 -2.53751 -0.25279 0.223 -0.364 0.132
H -0.01632 -1.50739 1.78384 0.132 0.237 -0.068
H -1.31647 -2.42891 1.96613 -0.296 0.206 -0.116
```
Forces are in eV/Å.

***

No. 8
C4H12N2O | wB97M-V/def2-TZVPD

## Properties
DFT total energy	-343.9773	hartree
spin multiplicity	2
expectation value of S²	0.7606
energy above the lowest of the compared OMol25 structures with the same formula, charge and spin	53.47	kcal/mol
net charge	+1
HOMO-LUMO gap (alpha / beta)	11.37 / 4.92	eV

Geometry as XYZ:
```
19
Properties=species:S:1:pos:R:3:forces:R:3
C 0.24959 0.63033 1.36051 -0.080 1.148 2.724
C -1.18633 0.85896 0.80206 0.044 0.053 -2.609
C -1.11527 1.16564 -0.75470 0.794 0.019 0.812
C -0.56834 -0.98890 -1.60275 0.127 0.819 -0.254
N -0.16793 0.17501 -1.32829 -0.955 -0.145 0.775
N 1.19891 1.66050 1.02091 -0.672 -0.434 -2.484
H 0.18280 0.68170 2.48147 -0.292 -0.196 -0.849
H 0.66615 -0.34326 1.13843 -0.122 -0.150 -0.498
H -1.74968 1.67401 1.25630 0.210 -0.194 0.329
H -1.71523 -0.08711 0.83291 -0.256 -0.162 0.652
H -2.07940 1.07350 -1.28692 0.185 -0.193 0.420
H -0.73455 2.17020 -0.91590 0.025 -0.037 -0.241
H 0.07190 -1.85853 -1.58983 0.345 -0.148 -0.228
H -1.62797 -1.08930 -1.86281 -0.044 -0.314 0.128
H 1.49401 1.52593 0.04078 0.673 -0.196 0.466
H 0.84575 2.61407 1.01965 -0.010 0.073 0.874
H 0.97098 -3.34336 0.98370 0.520 0.081 0.405
H 2.01884 -2.37150 0.23723 0.153 -0.387 0.650
O 1.23421 -2.91950 0.16820 -0.644 0.363 -1.071
```
Forces are in eV/Å.

***

No. 9
C4H12N2O | wB97M-V/def2-TZVPD

## Properties
DFT total energy	-343.7023	hartree
SMILES	[NH3+]CC[C@@H]([NH3+])C=O
energy above the lowest of the compared OMol25 structures with the same formula, charge and spin	12.40	kcal/mol
net charge	+2
HOMO-LUMO gap	10.96	eV

Geometry as XYZ:
```
19
Properties=species:S:1:pos:R:3:forces:R:3
N -1.41598 -2.40985 -0.63424 0.499 -0.001 -0.004
C -0.31394 -1.40309 -0.81195 2.197 -0.080 -0.764
C -0.66965 0.00859 -0.37624 -0.981 0.047 -0.078
C 0.43413 1.06630 -0.32308 0.783 -1.141 0.778
N -0.14546 2.40970 0.13427 -0.714 -0.965 -1.274
C 1.45913 0.65197 0.79614 -0.460 1.397 -0.421
O 1.24425 -0.26878 1.51448 0.212 -0.215 -0.098
H -1.25887 -3.19852 -1.27310 -0.059 0.084 -0.037
H -2.32974 -2.00970 -0.86111 -0.127 -0.125 0.167
H -1.41709 -2.82535 0.30157 -0.248 0.233 0.156
H 0.62083 -1.75802 -0.36796 -0.552 -0.338 0.475
H -0.05603 -1.41436 -1.87134 -0.361 0.082 -0.148
H -1.35729 0.28268 -1.18258 -0.670 0.604 0.713
H -1.08297 -0.05974 0.64574 -0.384 0.205 -0.525
H 0.88416 1.23646 -1.29768 0.303 0.075 0.036
H -0.69211 2.72256 -0.67586 -0.229 0.392 0.299
H 0.51515 3.16580 0.33752 0.229 -0.238 0.264
H -0.79616 2.23361 0.90464 0.115 0.449 0.217
H 2.24217 1.42073 0.92043 0.447 -0.462 0.245
```
Forces are in eV/Å.

***

No. 10
C4H12N2O2 | wB97M-V/def2-TZVPD

## Properties
DFT total energy	-419.4584	hartree
spin multiplicity	2
expectation value of S²	0.7507
energy above the lowest of the compared OMol25 structures with the same formula, charge and spin	93.86	kcal/mol
net charge	-1
HOMO-LUMO gap (alpha / beta)	2.54 / 8.67	eV

Geometry as XYZ:
```
20
Properties=species:S:1:pos:R:3:forces:R:3
O 2.78675 -1.02426 1.76073 0.524 1.680 2.180
C 2.24481 0.07072 1.74223 -0.420 -0.925 -3.781
C 1.32944 0.30160 0.52223 -2.475 0.262 1.473
C 0.86903 -1.08880 -0.02136 -0.647 0.142 1.641
C -0.47880 -1.10145 -0.83689 0.010 0.391 -1.025
N -0.68197 -0.00186 -1.80482 4.833 -3.501 -3.028
N 0.10170 0.91221 1.25604 1.266 -5.946 -1.209
H 2.25990 1.03047 2.30911 0.765 -0.986 0.970
H 1.83050 0.94297 -0.25329 -0.631 -0.348 0.597
H 1.70656 -1.49484 -0.57933 -0.081 -0.154 -0.406
H 0.80160 -1.77504 0.91693 -0.208 1.057 -1.703
H -0.43493 -2.05911 -1.45126 -0.401 0.864 0.976
H -1.44799 -1.03000 -0.24293 1.536 -0.579 -0.331
H -1.19273 0.73506 -1.57992 -2.889 3.540 1.922
H 0.12252 0.35356 -2.40076 -1.107 -1.222 1.289
H -0.78398 0.62447 0.84599 0.199 -0.151 -0.133
H 0.04709 1.82772 1.32686 0.205 5.579 0.207
H -2.97018 1.59146 -0.03458 -3.331 6.538 3.354
H -3.33404 0.31565 -1.01902 -1.094 0.956 0.281
O -2.77527 0.86949 -0.45596 3.945 -7.195 -3.274
```
Forces are in eV/Å.

***

No. 11
C4H12N2O2 | wB97M-V/def2-TZVPD

## Properties
DFT total energy	-419.5441	hartree
SMILES	NCCCNC=O.O
energy above the lowest of the compared OMol25 structures with the same formula, charge and spin	65.52	kcal/mol
HOMO-LUMO gap	9.95	eV

Geometry as XYZ:
```
20
Properties=species:S:1:pos:R:3:forces:R:3
N -1.18961 1.11393 -0.88978 -0.678 -0.417 -1.102
C 0.15621 1.71102 -0.90846 -0.530 -1.610 -0.932
C 1.32362 0.67704 -0.73693 1.263 2.008 -0.554
C 1.53922 -0.03654 0.59864 0.361 -2.345 -1.044
N 0.45534 -1.03122 0.87217 1.486 3.212 2.781
C -0.43866 -0.61452 1.89362 -1.541 -3.407 -5.340
O -1.60082 -0.93605 1.62153 0.088 1.481 2.657
H -1.44372 0.23128 -1.38885 1.232 1.304 -0.161
H -1.39515 0.88639 0.03899 -0.663 -0.111 1.674
H 0.34859 2.06569 -1.93702 -0.312 0.509 0.569
H 0.04080 2.56425 -0.17717 0.917 -0.923 -0.756
H 1.36009 -0.06447 -1.59523 -0.586 0.671 1.035
H 2.22200 1.34180 -0.99885 -0.676 -1.066 0.743
H 1.58720 0.55860 1.48718 0.576 0.822 0.189
H 2.44588 -0.66833 0.45722 -0.144 0.849 0.459
H -0.02193 -1.20917 0.02630 -0.816 -0.943 -0.529
H -0.07778 -0.15312 2.77334 0.481 0.601 1.103
O -1.46052 -2.19789 -0.60439 1.129 4.320 -3.041
H -1.89233 -2.85886 -0.19261 -2.207 -3.555 2.281
H -1.95843 -1.37981 -0.33971 0.621 -1.400 -0.033
```
Forces are in eV/Å.

***

No. 12
C4H12N2O2 | wB97M-V/def2-TZVPD

## Properties
DFT total energy	-419.3983	hartree
energy above the lowest of the compared OMol25 structures with the same formula, charge and spin	156.96	kcal/mol
HOMO-LUMO gap (alpha / beta)	6.36 / 6.07	eV

Geometry as XYZ:
```
20
Properties=species:S:1:pos:R:3:forces:R:3
C 0.06795 0.61760 -0.02217 0.090 0.026 -0.001
C -1.97590 -0.72067 -1.16861 0.179 -0.009 0.027
C -0.45152 -0.53664 0.57181 0.070 0.072 -0.033
C 1.34362 -0.36209 1.88042 -0.070 0.049 -0.169
N 0.85271 0.51273 -1.12012 -0.073 -0.021 -0.002
N -0.17840 1.85001 0.47627 0.026 -0.023 0.022
O -1.00818 -1.30201 -2.08621 -0.131 0.009 0.034
O 2.43168 0.46796 1.52056 -0.142 -0.133 -0.040
H -1.43245 -1.61163 -2.89482 -0.012 0.058 0.133
H 2.71636 0.20782 0.63580 -0.022 0.011 0.069
H 1.06053 1.36833 -1.61357 -0.037 -0.026 0.065
H 0.56179 -0.25758 -1.72924 0.016 0.060 0.098
H -0.50073 1.88467 1.42985 0.005 -0.042 -0.043
H 0.46608 2.58922 0.24185 -0.024 -0.072 -0.031
H -2.69751 -1.47103 -0.83359 0.036 0.010 -0.053
H -2.46726 0.15230 -1.61013 0.028 -0.055 -0.023
H -0.18275 -1.50436 0.19413 0.038 -0.011 -0.039
H -1.15739 -0.46010 1.37857 0.011 0.034 0.018
H 1.60920 -1.42300 1.92250 0.001 0.070 -0.008
H 0.94215 -0.00153 2.82670 0.010 -0.006 -0.022
```
Forces are in eV/Å.